{"formula": "C80H180NO3P5", "method": "ωB97M-V/def2-TZVPD", "multiplicity": 2, "orbital_gap_ha": [0.055, 0.335], "s_squared": 0.751, "total_charge": 3, "e_homo_ev": [-6.09, -13.74], "total_energy_ev": -139928.9124, "species": ["C", "C", "C", "C", "P", "C", "C", "C", "C", "C", "C", "C", "C", "C", "C", "C", "C", "H", "H", "H", "H", "H", "H", "H", "H", "H", "H", "H", "H", "H", "H", "H", "H", "H", "H", "H", "H", "H", "H", "H", "H", "H", "H", "H", "H", "H", "H", "H", "H", "H", "H", "H", "H", "C", "C", "C", "C", "P", "C", "C", "C", "C", "C", "C", "C", "C", "C", "C", "C", "C", "H", "H", "H", "H", "H", "H", "H", "H", "H", "H", "H", "H", "H", "H", "H", "H", "H", "H", "H", "H", "H", "H", "H", "H", "H", "H", "H", "H", "H", "H", "H", "H", "H", "H", "H", "H", "C", "C", "C", "C", "P", "C", "C", "C", "C", "C", "C", "C", "C", "C", "C", "C", "C", "H", "H", "H", "H", "H", "H", "H", "H", "H", "H", "H", "H", "H", "H", "H", "H", "H", "H", "H", "H", "H", "H", "H", "H", "H", "H", "H", "H", "H", "H", "H", "H", "H", "H", "H", "H", "C", "C", "C", "C", "P", "C", "C", "C", "C", "C", "C", "C", "C", "C", "C", "C", "C", "H", "H", "H", "H", "H", "H", "H", "H", "H", "H", "H", "H", "H", "H", "H", "H", "H", "H", "H", "H", "H", "H", "H", "H", "H", "H", "H", "H", "H", "H", "H", "H", "H", "H", "H", "H", "C", "C", "C", "C", "P", "C", "C", "C", "C", "C", "C", "C", "C", "C", "C", "C", "C", "H", "H", "H", "H", "H", "H", "H", "H", "H", "H", "H", "H", "H", "H", "H", "H", "H", "H", "H", "H", "H", "H", "H", "H", "H", "H", "H", "H", "H", "H", "H", "H", "H", "H", "H", "H", "N", "O", "O", "O"], "xyz": [[-1.008, 1.512, 2.884], [-1.806, 0.244, 3.251], [-1.221, -0.995, 2.522], [-1.707, -2.327, 2.990], [-1.498, -3.835, 1.840], [0.218, -4.226, 1.371], [1.050, -4.937, 2.420], [2.481, -5.303, 1.908], [3.528, -5.638, 2.990], [-2.298, -3.596, 0.206], [-1.979, -4.594, -0.926], [-3.196, -4.884, -1.717], [-3.816, -3.738, -2.426], [-2.052, -5.306, 2.739], [-2.665, -6.600, 1.938], [-3.469, -7.540, 2.814], [-4.184, -8.697, 2.041], [-0.988, 1.521, 1.794], [0.002, 1.300, 3.236], [-1.267, 2.464, 3.346], [-2.857, 0.358, 2.988], [-1.868, 0.033, 4.318], [-0.132, -0.972, 2.564], [-1.366, -0.786, 1.462], [-2.728, -2.524, 3.317], [-1.190, -2.674, 3.884], [0.684, -3.276, 1.111], [0.163, -4.817, 0.457], [0.637, -5.880, 2.777], [1.085, -4.306, 3.308], [2.845, -4.506, 1.261], [2.471, -6.167, 1.244], [3.618, -4.882, 3.769], [4.433, -5.859, 2.425], [3.285, -6.536, 3.558], [-2.087, -2.601, -0.187], [-3.358, -3.476, 0.431], [-1.601, -5.552, -0.569], [-1.212, -4.225, -1.608], [-3.817, -5.267, -0.907], [-2.836, -5.533, -2.516], [-4.483, -3.316, -1.674], [-4.305, -3.995, -3.366], [-3.070, -2.982, -2.671], [-2.869, -4.984, 3.385], [-1.331, -5.542, 3.521], [-1.895, -7.153, 1.399], [-3.422, -6.282, 1.221], [-4.189, -7.065, 3.481], [-2.733, -7.954, 3.503], [-4.728, -9.381, 2.693], [-3.401, -9.270, 1.545], [-4.719, -8.391, 1.142], [-1.236, 3.721, -1.671], [-1.298, 4.027, -3.228], [-1.883, 2.781, -4.088], [-1.037, 1.446, -4.005], [-1.385, 0.123, -5.326], [-3.134, -0.455, -5.383], [-4.199, -0.098, -4.328], [-5.512, -0.805, -4.490], [-6.585, -0.402, -3.470], [-1.059, 0.973, -6.882], [0.414, 1.321, -7.208], [0.580, 2.028, -8.567], [2.009, 2.012, -9.056], [-0.272, -1.253, -5.120], [-0.854, -2.490, -4.358], [0.252, -3.556, -4.128], [1.349, -3.094, -3.172], [-0.768, 2.750, -1.510], [-2.218, 3.790, -1.203], [-0.581, 4.448, -1.190], [-0.278, 4.248, -3.542], [-1.828, 4.949, -3.468], [-2.002, 3.163, -5.102], [-2.889, 2.498, -3.778], [-1.335, 1.029, -3.043], [-0.024, 1.847, -3.987], [-3.246, -1.539, -5.387], [-3.579, -0.119, -6.320], [-4.422, 0.944, -4.555], [-3.733, -0.051, -3.344], [-5.453, -1.890, -4.411], [-5.949, -0.686, -5.482], [-6.125, -0.639, -2.511], [-7.567, -0.835, -3.662], [-6.837, 0.659, -3.476], [-1.817, 1.751, -6.977], [-1.346, 0.217, -7.612], [0.997, 0.403, -7.153], [0.767, 2.084, -6.514], [0.289, 3.063, -8.390], [0.016, 1.614, -9.404], [2.358, 0.992, -9.213], [2.653, 2.429, -8.281], [2.080, 2.687, -9.909], [0.476, -0.811, -4.462], [0.308, -1.589, -5.980], [-1.655, -2.954, -4.933], [-1.256, -2.265, -3.370], [0.701, -3.742, -5.103], [-0.162, -4.533, -3.879], [0.962, -2.898, -2.172], [1.894, -2.199, -3.471], [2.074, -3.903, -3.084], [4.859, 5.269, 8.690], [5.044, 3.742, 8.710], [5.747, 3.078, 7.497], [5.812, 1.536, 7.695], [6.318, 0.423, 6.379], [6.530, -1.234, 7.003], [7.216, -2.270, 6.086], [8.374, -2.983, 6.664], [9.638, -2.123, 6.826], [5.007, 0.523, 5.153], [5.238, -0.565, 4.061], [4.233, -0.485, 2.922], [4.135, -1.813, 2.159], [7.844, 1.105, 5.658], [8.858, 1.463, 6.720], [10.230, 1.724, 6.049], [10.312, 2.878, 4.990], [4.449, 5.813, 7.839], [5.898, 5.599, 8.730], [4.436, 5.590, 9.642], [4.009, 3.405, 8.766], [5.542, 3.440, 9.631], [6.727, 3.496, 7.271], [5.153, 3.338, 6.621], [4.777, 1.217, 7.809], [6.544, 1.308, 8.470], [5.520, -1.489, 7.323], [7.073, -1.147, 7.944], [7.590, -1.807, 5.173], [6.516, -3.052, 5.793], [8.721, -3.767, 5.990], [8.075, -3.487, 7.583], [9.726, -1.512, 5.928], [10.559, -2.667, 7.036], [9.429, -1.483, 7.684], [4.960, 1.544, 4.774], [4.168, 0.276, 5.802], [5.001, -1.524, 4.523], [6.269, -0.617, 3.711], [4.581, 0.331, 2.288], [3.238, -0.247, 3.300], [3.787, -2.552, 2.880], [5.120, -2.204, 1.905], [3.505, -1.630, 1.289], [7.483, 2.034, 5.216], [8.195, 0.410, 4.895], [8.985, 0.600, 7.373], [8.560, 2.341, 7.293], [10.687, 0.815, 5.659], [10.745, 2.240, 6.860], [11.209, 2.800, 4.376], [10.418, 3.874, 5.420], [9.445, 2.897, 4.331], [2.302, 3.404, 1.960], [1.856, 3.657, 0.539], [2.328, 2.644, -0.494], [3.894, 2.753, -0.731], [4.669, 1.404, -1.735], [4.411, -0.218, -1.028], [5.437, -1.242, -1.400], [4.842, -2.551, -1.920], [4.202, -3.461, -0.945], [6.477, 1.798, -1.769], [6.975, 1.809, -0.292], [8.351, 1.046, -0.011], [9.116, 1.492, 1.326], [3.959, 1.443, -3.385], [4.586, 0.564, -4.483], [3.803, 0.824, -5.863], [4.393, -0.031, -6.962], [3.365, 3.643, 1.960], [2.232, 2.367, 2.290], [1.773, 4.065, 2.647], [2.224, 4.672, 0.389], [0.770, 3.738, 0.560], [1.789, 2.720, -1.438], [1.963, 1.661, -0.195], [4.509, 2.958, 0.146], [4.142, 3.551, -1.430], [3.403, -0.573, -1.244], [4.429, -0.022, 0.044], [5.955, -1.527, -0.484], [6.283, -0.857, -1.968], [5.722, -2.977, -2.401], [4.062, -2.419, -2.669], [3.962, -4.416, -1.412], [3.292, -3.003, -0.559], [4.770, -3.719, -0.050], [6.583, 2.768, -2.255], [6.934, 1.062, -2.430], [6.244, 1.326, 0.356], [6.997, 2.859, 0.001], [9.180, 1.085, -0.717], [8.119, -0.014, 0.095], [8.632, 1.214, 2.262], [9.070, 2.579, 1.400], [10.173, 1.271, 1.179], [3.990, 2.476, -3.729], [2.904, 1.197, -3.261], [4.424, -0.473, -4.188], [5.649, 0.802, -4.506], [3.927, 1.883, -6.088], [2.729, 0.767, -5.687], [4.572, -1.038, -6.585], [5.362, 0.374, -7.252], [3.664, -0.045, -7.773], [-3.526, 0.798, -0.397], [-4.656, 1.711, 0.330], [-5.912, 1.988, -0.470], [-6.964, 2.906, 0.240], [-8.719, 2.941, -0.375], [-9.625, 1.353, -0.247], [-9.120, 0.201, -1.160], [-10.220, -0.892, -1.178], [-9.662, -2.293, -1.568], [-8.689, 3.244, -2.164], [-10.089, 3.146, -2.898], [-9.977, 3.341, -4.443], [-9.378, 2.138, -5.055], [-9.687, 4.306, 0.399], [-11.191, 3.977, 0.543], [-12.094, 4.991, 1.192], [-12.334, 6.261, 0.251], [-3.898, -0.202, -0.619], [-2.718, 0.651, 0.319], [-2.972, 1.300, -1.191], [-4.225, 2.686, 0.557], [-5.024, 1.360, 1.294], [-6.368, 1.016, -0.657], [-5.785, 2.406, -1.468], [-6.795, 3.962, 0.026], [-7.009, 2.671, 1.303], [-10.643, 1.553, -0.581], [-9.577, 1.147, 0.822], [-8.212, -0.223, -0.731], [-8.950, 0.584, -2.167], [-11.017, -0.610, -1.867], [-10.650, -0.833, -0.178], [-8.695, -2.243, -2.069], [-10.330, -2.917, -2.160], [-9.483, -2.772, -0.605], [-8.002, 2.467, -2.499], [-8.164, 4.195, -2.255], [-10.694, 3.947, -2.474], [-10.579, 2.209, -2.636], [-9.310, 4.160, -4.711], [-11.016, 3.460, -4.750], [-8.326, 2.006, -4.802], [-9.481, 2.065, -6.137], [-9.944, 1.263, -4.733], [-9.542, 5.242, -0.142], [-9.302, 4.619, 1.370], [-11.323, 3.091, 1.163], [-11.639, 3.762, -0.427], [-11.567, 5.341, 2.079], [-13.061, 4.603, 1.512], [-11.382, 6.695, -0.055], [-12.744, 7.002, 0.937], [-13.070, 6.161, -0.547], [0.409, -0.480, -1.095], [0.986, -0.991, -0.108], [-0.780, -0.310, -0.974], [1.018, -0.153, -2.074]], "forces_ev_per_angstrom": [[0.450, -1.368, 0.356], [-0.391, -0.267, 0.412], [0.054, 1.569, -0.685], [-0.038, -2.731, -0.343], [1.166, 0.392, -0.462], [-0.061, 0.189, 0.121], [1.071, -0.629, 0.235], [-0.256, 0.355, 0.419], [-0.702, -0.151, -0.288], [-0.044, 0.517, 0.362], [0.895, 0.360, 0.612], [0.651, -0.963, -0.476], [-0.341, 1.258, 0.504], [-2.023, -1.159, -0.208], [-0.141, 1.537, 0.280], [0.141, -1.111, 0.768], [1.697, 0.414, -0.384], [0.112, 0.592, -0.100], [0.305, 0.181, -0.210], [-0.563, -0.195, -0.196], [-0.171, -0.027, -0.346], [0.439, 0.248, 0.234], [0.158, -0.073, 0.430], [-0.325, -0.502, -0.285], [-0.548, 0.886, -0.323], [0.543, 0.093, 0.184], [0.119, 0.174, -0.153], [-0.069, -0.009, -0.069], [-0.430, -0.013, -0.200], [0.402, 0.167, 0.122], [0.119, 0.307, 0.215], [-0.521, -0.154, -0.074], [0.376, 0.358, -0.367], [0.373, 0.277, 0.527], [-0.232, -0.236, -0.240], [0.606, 0.341, 0.422], [-0.394, -0.594, -0.114], [0.000, 0.017, 0.280], [0.320, 0.411, 0.300], [-0.857, -0.905, -0.981], [-0.578, -1.059, 0.448], [-0.539, 0.622, -0.649], [-0.345, -0.119, 0.336], [0.058, 0.128, 0.000], [-0.465, 0.264, -0.161], [0.493, -0.285, -0.468], [0.099, 0.087, 0.065], [0.394, 0.668, -0.461], [-0.054, 0.555, -0.293], [-0.154, -0.529, 0.221], [-0.164, 0.320, -0.156], [0.265, -0.432, 0.313], [-0.748, 0.450, 0.487], [0.127, 0.635, -1.506], [-0.123, -2.006, 0.690], [0.133, 0.590, 0.128], [-1.502, 0.923, -0.112], [-0.163, 1.823, 0.647], [-1.033, -0.587, 0.049], [0.902, 2.231, -0.254], [-1.338, -0.982, -0.086], [0.625, 0.525, -0.109], [0.052, -1.021, -0.590], [-0.950, 0.696, -0.205], [-0.004, -0.228, 0.029], [0.289, 0.493, 0.831], [0.333, -0.877, 1.595], [0.583, -0.580, -0.134], [0.149, 0.938, -0.899], [-0.063, -0.675, 0.240], [-0.242, -0.175, 0.107], [0.012, -0.236, -0.013], [-0.115, 0.114, 0.009], [0.164, -0.317, -0.250], [-0.414, -0.244, 0.137], [0.194, -0.149, -0.221], [-0.165, 0.440, 0.282], [0.710, -0.398, 0.139], [0.449, -1.105, -0.172], [1.034, -0.237, -0.433], [0.422, 0.014, -0.343], [-0.141, 0.399, 0.366], [-0.434, -0.586, 0.347], [0.498, -0.210, 0.146], [0.387, 0.410, -0.324], [-0.744, -0.091, 0.412], [0.326, -0.697, 0.212], [0.519, 0.353, -0.059], [0.321, 0.390, -0.017], [-0.221, -0.091, -0.327], [0.175, 0.096, 0.073], [0.320, -0.425, 0.481], [-0.287, 0.046, -0.352], [-0.643, -0.113, 0.378], [-0.023, 0.139, -0.555], [0.224, 0.103, 0.056], [0.294, -0.496, -0.240], [0.261, 0.023, 0.224], [-0.524, 0.203, -0.457], [-0.051, 0.084, -0.113], [-0.072, 0.622, -0.039], [0.185, -0.036, -0.202], [-0.201, 0.164, 0.473], [-0.064, 0.021, 0.111], [-0.208, -0.001, -0.247], [0.128, 0.031, 0.099], [2.366, -0.030, 0.494], [-1.071, 0.016, -0.670], [-0.443, 0.112, -0.254], [0.215, 0.486, -0.456], [0.725, 1.679, -1.311], [0.082, -0.079, 0.471], [-0.725, 0.200, -0.803], [2.013, -0.958, 0.469], [-1.143, 0.307, 0.797], [1.235, -1.175, -0.070], [-1.267, -0.067, 0.717], [0.715, -0.038, -0.250], [0.509, 0.717, 0.700], [-1.291, 0.013, 0.545], [1.012, -0.599, -1.160], [-0.148, 2.244, 0.461], [-0.423, -0.485, -0.138], [-0.499, -0.682, -0.048], [0.136, 0.730, 0.060], [-0.324, 0.038, -0.255], [0.068, -0.909, -0.015], [0.000, 0.152, 0.070], [0.149, 0.065, 0.399], [-0.153, -0.223, -0.205], [0.022, -0.293, 1.092], [-0.671, -0.090, 0.729], [-0.209, -0.470, -0.132], [0.213, 0.127, 0.116], [-0.306, 0.153, -0.211], [-0.393, 0.337, -0.135], [-0.633, -0.298, -0.216], [0.214, 0.015, 0.210], [0.367, 0.076, 0.009], [-0.204, -0.093, -0.163], [0.499, 0.412, 0.010], [-0.155, 0.019, 0.023], [-0.823, 0.071, -0.497], [0.326, -0.196, 0.385], [-0.018, 0.182, -0.127], [-0.331, 0.234, -0.393], [-0.063, 0.206, 0.131], [-0.722, -0.137, -0.321], [0.178, 0.248, -0.498], [-0.129, -0.690, 0.049], [0.028, -0.068, -0.551], [0.240, 0.185, -0.063], [0.105, 0.210, 0.350], [-0.096, -0.137, 0.011], [0.074, 0.068, 0.373], [1.006, -1.103, 0.207], [-0.057, -0.388, -0.064], [-0.339, -0.101, 0.398], [0.030, 0.016, -0.222], [0.837, -0.431, -0.031], [-0.624, 0.496, 0.379], [0.701, 0.090, -0.043], [-0.655, -0.976, -1.126], [0.195, 0.498, 0.334], [-0.359, 0.804, 0.611], [0.414, -0.914, 0.927], [1.304, 0.575, -1.286], [-0.416, -0.662, 1.303], [-1.075, -0.438, 0.329], [1.578, -0.529, -0.434], [0.065, 0.518, 1.682], [-1.285, 0.898, -1.369], [-0.166, 0.373, -0.412], [-1.573, 0.500, -0.166], [1.662, 0.553, 2.002], [-0.560, 0.031, 0.356], [0.154, 0.072, 0.635], [-0.319, -0.043, 0.016], [0.144, -0.100, 0.068], [-0.065, 0.095, -0.850], [-0.117, -0.207, -0.409], [0.228, 0.633, -0.291], [0.682, -0.370, 0.484], [-0.255, -0.361, 0.201], [-0.395, 0.636, 0.099], [-0.260, 0.275, -0.104], [-0.138, -0.058, 0.186], [0.061, -0.055, 0.300], [-0.389, -0.109, -0.669], [-0.288, -0.739, -0.234], [0.298, 0.518, -0.474], [-0.210, 0.056, -0.092], [-0.307, -0.099, -0.078], [0.443, 0.175, -0.076], [0.061, 0.049, 0.029], [0.245, -0.033, 0.207], [-0.046, -0.022, 0.138], [0.326, -0.065, 0.229], [-0.728, 0.460, -0.818], [-0.100, -0.100, -0.114], [0.347, -0.765, -0.067], [0.103, 0.272, -0.293], [-0.167, -0.465, 0.661], [0.019, 0.275, 0.078], [-0.179, -0.114, 0.127], [0.338, -0.196, -0.167], [0.040, -0.258, -0.577], [0.207, 0.173, -0.174], [-0.034, -0.718, 0.029], [-0.159, -0.154, -0.214], [-0.177, -0.017, -0.330], [0.529, -0.234, -0.348], [-1.034, 1.025, 2.045], [1.101, 0.464, -0.951], [-1.542, -0.320, -0.720], [-0.719, -0.395, -0.616], [-0.516, -0.514, -0.774], [0.739, 0.509, -0.244], [-0.618, 0.052, 0.735], [0.605, 0.213, -0.680], [-0.124, 0.491, 1.109], [-0.278, -0.410, 0.220], [1.434, 1.300, 0.360], [-0.166, -0.045, 1.472], [-0.164, -1.751, -0.786], [-0.388, 0.300, 0.574], [-0.577, -1.163, -0.167], [0.483, 2.389, -1.152], [0.028, -0.425, 2.125], [-0.052, 0.140, -0.470], [-0.148, -0.099, 0.272], [-0.688, -0.036, -0.432], [0.422, 0.034, 0.073], [0.497, -0.639, 0.061], [-0.257, -0.114, -0.036], [0.602, 0.053, -0.051], [0.772, 0.234, 0.638], [0.014, 0.428, 0.147], [-0.125, 0.240, 0.507], [-0.419, -0.566, -0.004], [0.153, 0.016, -0.261], [0.263, -0.167, 0.033], [-0.020, 0.217, -0.044], [-0.184, -0.708, -0.002], [-0.078, 0.196, -0.149], [-0.082, 0.214, 0.130], [0.113, -0.505, -0.192], [0.087, -0.004, -0.378], [-0.223, 0.220, -0.501], [-0.173, 0.037, -0.092], [0.065, -0.092, -0.268], [-0.628, 0.606, 0.240], [0.230, 0.419, -0.475], [0.039, -0.038, 0.016], [0.215, 0.486, -0.106], [0.185, -0.338, 0.280], [0.056, -0.191, -0.694], [0.249, -0.596, 0.340], [0.373, -0.392, -0.189], [0.208, -0.277, -0.203], [-0.237, 0.210, 0.259], [0.207, -0.341, -0.173], [-0.062, -0.167, -0.446], [-0.169, 0.245, -0.178], [0.370, -0.393, -0.117], [0.615, -1.260, 3.563], [1.184, -0.431, 0.001], [-3.451, 0.664, -0.835], [1.743, 1.001, -2.991]], "lowdin_spin": [0.0218, 0.0205, 0.0223, 0.0319, 0.0023, 0.0029, 0.0171, 0.0013, 0.0123, 0.0028, 0.0005, 0.0003, 0.0007, 0.0058, 0.0009, 0.0009, 0.0001, 0.0002, 0.0207, 0.0022, 0.0008, 0.0103, 0.0164, 0.0003, 0.0038, 0.0266, 0.0015, 0.0001, 0.0010, 0.0278, 0.0003, 0.0003, 0.0173, 0.0008, 0.0010, 0.0002, 0.0037, 0.0000, 0.0001, 0.0003, 0.0000, 0.0013, 0.0000, 0.0000, 0.0017, 0.0031, 0.0001, 0.0003, 0.0004, 0.0003, 0.0000, 0.0000, 0.0000, 0.0009, 0.0006, 0.0003, 0.0002, 0.0001, 0.0001, 0.0002, 0.0001, 0.0003, 0.0000, 0.0000, 0.0000, 0.0000, 0.0000, 0.0000, 0.0000, 0.0000, 0.0001, 0.0004, 0.0001, 0.0002, 0.0002, 0.0000, 0.0001, 0.0000, 0.0001, 0.0000, 0.0000, 0.0001, 0.0001, 0.0000, 0.0000, 0.0003, 0.0000, 0.0000, 0.0000, 0.0000, 0.0000, 0.0001, 0.0000, 0.0000, 0.0000, 0.0000, 0.0000, 0.0000, 0.0000, 0.0000, 0.0000, 0.0000, 0.0000, 0.0000, 0.0000, 0.0000, 0.0010, 0.0034, 0.0073, 0.0108, 0.0087, 0.0219, 0.0098, 0.0024, 0.0008, 0.0822, 0.0496, 0.0545, 0.0271, 0.0071, 0.0014, 0.0003, 0.0013, 0.0009, 0.0000, 0.0001, 0.0042, 0.0000, 0.0004, 0.0078, 0.0117, 0.0001, 0.0293, 0.0009, 0.0012, 0.0075, 0.0008, 0.0006, 0.0004, 0.0001, 0.0002, 0.0144, 0.0761, 0.0250, 0.0043, 0.0082, 0.0424, 0.0172, 0.0035, 0.0017, 0.0083, 0.0018, 0.0002, 0.0001, 0.0001, 0.0001, 0.0001, 0.0001, 0.0018, 0.0204, 0.0030, 0.0016, 0.0053, 0.0009, 0.0035, 0.0024, 0.0003, 0.0006, 0.0018, 0.0107, 0.0035, 0.0084, 0.0007, 0.0001, 0.0001, 0.0000, 0.0120, 0.0077, 0.0056, 0.0006, 0.0004, 0.0002, 0.0006, 0.0041, 0.0007, 0.0001, 0.0022, 0.0020, 0.0000, 0.0001, 0.0001, 0.0000, 0.0002, 0.0004, 0.0005, 0.0002, 0.0065, 0.0043, 0.0001, 0.0026, 0.0041, 0.0015, 0.0004, 0.0005, 0.0001, 0.0001, 0.0000, 0.0001, 0.0000, 0.0000, 0.0000, 0.0000, 0.0018, 0.0033, 0.0018, 0.0018, 0.0001, 0.0005, 0.0008, 0.0001, 0.0006, 0.0002, 0.0000, 0.0000, 0.0000, 0.0001, 0.0000, 0.0000, 0.0000, 0.0013, 0.0002, 0.0001, 0.0007, 0.0024, 0.0006, 0.0003, 0.0004, 0.0008, 0.0000, 0.0006, 0.0014, 0.0000, 0.0000, 0.0001, 0.0001, 0.0000, 0.0006, 0.0000, 0.0002, 0.0000, 0.0000, 0.0000, 0.0000, 0.0000, 0.0000, 0.0000, 0.0000, 0.0001, 0.0000, 0.0000, 0.0000, 0.0000, 0.0000, 0.0000, 0.0000, 0.0004, 0.0032, 0.0003, 0.0003]}